51
Properties=species:S:1:pos:R:3:forces:R:3:nbo_charge:R:1 method="wB97M-V/def2-TZVPD" mol_weight_g_mol=278.42 gap_ev=8.6 e_tot_ev=-24604.7769 relative_energy_kj_mol=161.5 charge=+1
C -7.0101 0.5479 0.6702 0.2 0.3 0.1 -0.609
C -5.6664 0.4123 1.4167 -0.3 -0.4 -0.8 -0.397
C -4.5757 -0.0577 0.4501 -0.2 0.4 0.0 -0.422
C -3.2995 -0.4638 1.1617 -0.5 0.3 -0.1 -0.049
C -2.5056 0.6892 1.7096 0.3 -0.1 0.2 -0.628
N -2.4645 -1.3319 0.2121 -0.2 -0.1 0.5 -0.223
O -1.2463 -0.7725 -0.1705 0.0 0.0 0.0 -0.327
C -1.2525 -0.4070 -1.5631 0.6 0.1 -1.1 -0.110
C -1.2643 -1.6029 -2.5191 -0.7 0.4 0.4 -0.662
H -7.2649 1.5952 0.5461 -0.2 0.1 0.0 0.224
H -7.8162 0.0531 1.1974 -0.1 0.0 0.1 0.228
H -6.9677 0.1171 -0.3259 0.0 -0.1 -0.1 0.203
H -5.3841 1.3655 1.8454 0.0 0.0 0.4 0.216
H -5.7913 -0.3478 2.1827 0.2 0.1 0.4 0.205
H -4.3779 0.7436 -0.2634 0.1 0.0 -0.2 0.219
H -5.0010 -0.8908 -0.1101 0.1 -0.3 -0.1 0.203
H -3.5876 -1.1118 1.9850 0.2 -0.4 0.0 0.218
H -1.6016 0.3360 2.1974 0.2 0.1 0.0 0.236
H -2.2424 1.4205 0.9537 0.0 0.1 -0.1 0.231
H -3.1080 1.1691 2.4719 -0.1 0.1 0.1 0.247
H -3.0543 -1.5613 -0.5946 0.2 0.0 -0.2 0.426
H -2.2399 -2.2106 0.6826 0.1 0.0 -0.1 0.429
H -2.0455 0.3049 -1.7875 -0.3 0.0 0.3 0.184
H -0.3200 0.1282 -1.6999 0.2 0.1 0.3 0.248
H -2.0302 -1.4317 -3.2688 0.0 -0.1 -0.3 0.227
H -1.5720 -2.4932 -1.9723 0.2 -0.3 -0.1 0.192
H -0.3055 -1.7307 -3.0033 0.2 -0.2 0.0 0.285
C 2.8390 -0.2054 -3.7707 0.1 0.0 -0.1 0.537
O 1.6784 -0.5863 -3.7986 -0.2 0.0 0.2 -0.673
N 3.3698 0.5582 -2.8038 0.1 0.0 0.0 -0.418
C 4.7543 0.9965 -2.8398 -0.1 0.0 0.1 -0.399
C 2.5353 0.9590 -1.6839 -0.1 0.0 -0.3 -0.436
H 3.5572 -0.4629 -4.5651 0.0 0.0 0.0 0.119
H 5.2890 0.6276 -1.9632 0.1 0.0 0.0 0.199
H 4.8025 2.0860 -2.8484 0.1 0.0 0.0 0.207
H 5.2414 0.6159 -3.7346 0.0 0.0 0.0 0.215
H 2.1657 0.0671 -1.1735 -0.1 0.0 0.0 0.186
H 1.6751 1.5241 -2.0495 0.0 0.0 0.1 0.202
H 3.1071 1.5686 -0.9875 -0.1 0.0 -0.1 0.256
C 3.8200 0.5770 1.2492 0.1 0.1 0.1 0.524
O 3.7137 1.7754 1.0495 0.0 -0.1 0.1 -0.636
N 4.3499 0.0282 2.3521 0.0 -0.1 0.0 -0.418
C 4.4482 -1.4082 2.5287 0.1 0.2 0.1 -0.400
C 4.8441 0.9095 3.4003 0.0 0.1 -0.1 -0.418
H 3.4757 -0.1724 0.5190 0.0 -0.1 0.0 0.100
H 3.8904 -1.7177 3.4144 0.0 -0.1 0.0 0.198
H 5.4919 -1.7021 2.6490 0.0 -0.1 0.0 0.206
H 4.0395 -1.9191 1.6592 0.0 0.0 0.0 0.208
H 4.0371 1.5427 3.7685 0.0 0.0 0.0 0.216
H 5.6289 1.5549 3.0068 0.0 0.0 0.0 0.221
H 5.2406 0.3142 4.2181 0.0 0.0 0.0 0.209

***

22
Properties=species:S:1:pos:R:3:forces:R:3:nbo_charge:R:1 method="wB97M-V/def2-TZVPD" mol_weight_g_mol=110.20 gap_ev=9.8 e_tot_ev=-8520.9757 relative_energy_kj_mol=203.0 smiles="C=CC(=C)CCCC"
C -1.3858 0.3393 2.5929 0.5 -2.2 0.0 -0.620
C -0.0220 -0.2693 2.1156 -0.8 1.9 -0.8 -0.393
C -0.1365 -0.9318 0.7126 -0.3 2.2 1.2 -0.387
C -0.6872 0.0867 -0.3658 1.3 -1.2 -1.1 -0.455
C -0.1599 -1.3189 -2.4701 -0.5 -0.1 0.0 -0.388
C 0.1244 -0.3393 -1.6098 0.1 1.6 -0.8 -0.008
C 1.3264 0.4686 -1.9733 0.0 -0.3 -0.1 -0.208
C 1.7367 1.5985 -1.4167 0.4 0.7 1.0 -0.397
H -2.0334 0.2846 1.7236 -0.3 0.6 0.0 0.204
H -1.8384 -0.3750 3.2958 0.0 0.5 0.2 0.204
H -1.3073 1.3390 3.0039 -0.1 0.0 0.1 0.211
H 0.5824 0.6236 1.9312 0.4 -0.1 0.0 0.185
H 0.5419 -0.8344 2.8525 -0.3 -0.4 0.1 0.207
H 0.9068 -0.9632 0.4081 0.0 -1.3 -0.1 0.218
H -0.7053 -1.8471 0.7917 0.2 -0.5 -0.5 0.212
H -0.4520 1.1088 -0.0790 0.3 0.0 0.1 0.212
H -1.7086 0.1570 -0.7156 -0.6 -0.7 0.7 0.225
H -1.0560 -1.9245 -2.4716 -0.1 0.0 0.5 0.197
H 0.4945 -1.5349 -3.3043 0.2 0.1 0.0 0.194
H 1.8803 0.0961 -2.8355 0.1 -0.2 0.3 0.202
H 2.6957 2.0994 -1.5420 -0.1 -0.4 -0.9 0.204
H 1.2032 2.1368 -0.6442 -0.4 -0.4 0.2 0.182

***

54
Properties=species:S:1:pos:R:3:forces:R:3:nbo_charge:R:1 method="wB97M-V/def2-TZVPD" mol_weight_g_mol=649.10 gap_ev=4.4 e_tot_ev=-171673.0332 charge=+1
Mg -0.2537 -3.9808 -7.7501 -2.0 1.0 1.6 1.805
C -2.6833 -2.2669 -6.7158 -0.2 0.6 0.0 -0.252
O -1.6434 -3.2130 -6.7062 2.0 -1.3 -1.4 -1.098
H -2.9501 -1.8765 -7.7051 0.1 -0.2 0.0 0.174
H -3.5796 -2.7141 -6.2757 0.1 0.0 0.0 0.193
H -2.3840 -1.4002 -6.1154 -0.1 -0.1 0.1 0.176
Cl -3.2058 1.0309 -10.2276 -0.2 0.1 0.0 -0.026
C -1.5177 0.4907 -10.1650 -0.2 -0.1 0.4 -0.393
C -0.6196 1.5255 -9.5127 0.0 -0.4 -0.8 -0.392
Cl -1.0184 1.7100 -7.7962 -0.1 0.2 0.1 -0.058
H -1.2334 0.2661 -11.1896 0.3 0.1 0.0 0.233
H -1.5259 -0.4174 -9.5596 0.1 -0.1 -0.1 0.188
H -0.7146 2.4605 -10.0599 0.0 0.2 0.4 0.240
H 0.4192 1.2028 -9.5605 0.0 0.0 0.0 0.217
Cl -1.3797 -1.8428 -0.8247 -0.1 0.0 0.0 -0.047
C -2.5933 -2.7079 -1.7992 -0.3 -0.4 0.3 -0.396
C -2.0329 -3.1903 -3.1125 -0.6 0.6 -0.5 -0.403
Cl -0.8542 -4.4767 -2.9054 0.7 -0.4 0.0 -0.060
H -3.4634 -2.0650 -1.9156 0.2 0.2 -0.3 0.235
H -2.9504 -3.5625 -1.2237 0.2 0.0 0.1 0.229
H -1.5507 -2.3995 -3.6820 0.0 0.1 0.2 0.223
H -2.8356 -3.5904 -3.7332 -0.1 0.0 0.2 0.212
Cl 2.9203 0.6301 -4.4446 0.3 0.0 -0.2 -0.029
C 1.5925 0.7302 -5.6110 -0.9 -1.3 0.5 -0.396
C 0.5486 -0.3607 -5.2933 -0.2 0.7 0.1 -0.401
Cl -0.3117 0.0353 -3.7937 -0.2 0.0 0.3 -0.041
H 1.9085 0.5267 -6.6322 0.4 0.5 0.0 0.207
H 1.1330 1.7002 -5.4680 0.0 0.1 -0.4 0.239
H 0.9528 -1.3598 -5.1408 0.3 0.1 -0.2 0.208
H -0.2340 -0.3643 -6.0521 0.2 -0.1 -0.2 0.212
Cl -7.3187 -3.7893 -8.2507 -0.1 -0.2 -0.2 -0.071
C -7.7695 -2.4490 -7.1700 0.4 0.0 0.5 -0.390
C -6.7172 -1.3588 -7.2251 -0.5 0.1 -0.4 -0.379
Cl -6.7718 -0.5578 -8.8402 0.1 0.0 0.2 -0.080
H -7.8443 -2.8975 -6.1801 0.2 0.2 0.1 0.230
H -8.7565 -2.0670 -7.4152 0.1 0.0 -0.3 0.232
H -5.7012 -1.7243 -7.1264 0.0 -0.2 0.2 0.204
H -6.9108 -0.5913 -6.4786 0.0 -0.1 -0.1 0.244
Cl -4.6319 -0.2810 -4.2604 -0.1 0.0 -0.2 -0.057
C -4.0395 0.9647 -5.3873 1.0 0.2 -0.2 -0.400
C -4.9014 2.2029 -5.5009 -0.2 -0.4 0.1 -0.381
Cl -6.6238 1.8250 -5.8625 0.4 0.4 0.2 -0.054
H -3.7810 0.5218 -6.3500 -0.7 -0.2 -0.1 0.212
H -3.0586 1.2601 -5.0023 -0.2 0.2 0.2 0.230
H -4.5342 2.8180 -6.3180 0.0 0.0 0.0 0.234
H -4.8377 2.7692 -4.5764 -0.3 0.0 0.0 0.227
Cl -3.5699 -6.5350 -2.6487 0.0 -0.1 -0.3 -0.061
C -4.1260 -6.9824 -4.2976 -0.7 0.3 0.4 -0.376
C -4.4559 -5.7306 -5.1275 0.5 -1.3 0.9 -0.406
Cl -5.8253 -4.8691 -4.4153 0.0 0.3 -0.1 -0.035
H -5.0211 -7.5789 -4.1389 0.0 -0.1 -0.1 0.229
H -3.3566 -7.6062 -4.7435 0.1 0.2 -0.1 0.217
H -4.7544 -6.0689 -6.1152 0.2 0.3 -0.2 0.228
H -3.5486 -5.1321 -5.0839 -0.2 0.4 -0.5 0.207

***

89
Properties=species:S:1:pos:R:3:forces:R:3:mulliken_charge:R:1 method="wB97M-V/def2-TZVPD" mol_weight_g_mol=629.58 gap_ev=7.2 e_tot_ev=-59189.0929 charge=-1
C -2.9064 5.7457 2.4894 0.9 0.5 0.2 -1.555
C -1.6178 4.9690 2.7918 -1.8 -0.3 -0.2 0.148
C -1.9909 3.5501 3.1966 0.8 0.1 0.8 -0.430
C -0.7655 2.7725 3.6861 -0.5 -0.1 -1.2 -1.252
C 0.0918 2.3807 2.4527 0.6 -0.2 1.8 1.036
C 1.4480 3.0832 2.4656 -0.7 1.3 -0.6 -1.089
C 1.9251 3.5835 1.0985 0.0 -1.2 0.0 -1.144
C 1.4507 2.7538 -0.1265 0.6 1.0 0.0 -0.319
C 0.4792 3.6273 -0.8901 0.2 -0.2 -0.8 0.167
C 0.1457 3.2469 -2.3464 -0.3 -0.3 0.7 -1.249
C -1.3403 3.4274 -2.6209 0.1 0.3 0.1 -1.162
C -2.2794 2.6657 -1.6873 0.7 -1.0 -0.6 -0.546
C -2.0171 1.1458 -1.6060 -0.7 0.4 1.3 0.005
C -2.6813 0.5915 -0.3240 0.0 -0.3 -1.1 0.000
C -2.8737 -0.9553 -0.3369 0.2 1.2 0.8 -0.867
C -1.9904 -1.7138 0.6843 -0.2 -0.9 -1.2 -0.337
C -1.0202 -2.7402 0.0181 -0.1 1.4 0.3 -0.867
C -0.1883 -2.0941 -1.0885 0.5 -0.7 0.1 -0.275
In 1.6248 -3.3043 -1.6532 -1.0 0.0 -0.8 0.578
S 3.5482 -2.7093 -0.0840 -1.0 -1.1 0.5 0.618
C 4.8696 -1.7833 -0.8945 0.4 0.1 0.7 -0.884
O 4.1593 -3.9357 0.4445 0.9 -0.1 -0.5 -0.668
O 2.9323 -1.9440 1.0040 0.2 1.2 -0.1 -0.613
H -3.6008 5.1743 1.8944 -0.2 -0.2 -0.3 0.336
H -2.6337 6.6569 1.9715 -0.2 0.3 -0.3 0.418
H -3.3806 6.0503 3.4105 -0.4 0.0 0.3 0.400
H -1.0766 5.4841 3.5701 0.5 0.1 0.2 0.374
H -1.0622 4.9194 1.8678 0.7 0.1 -0.1 -0.094
H -2.4108 3.0805 2.3175 -0.2 -0.4 -0.2 0.048
H -2.7443 3.5227 3.9784 -0.3 0.3 0.1 0.513
H -1.0704 1.8935 4.2354 -0.2 -0.4 0.1 0.333
H -0.1957 3.3787 4.3757 0.2 0.3 0.3 0.501
H 0.2975 1.3291 2.5781 -0.1 -0.5 -0.6 0.470
H -0.4843 2.5631 1.5603 0.0 0.0 -0.4 -0.913
H 2.2028 2.5054 2.9458 0.5 -0.8 0.3 0.501
H 1.3369 3.9684 3.0900 0.1 0.2 0.2 0.331
H 3.0069 3.5875 1.0895 0.3 0.2 0.1 0.369
H 1.5811 4.5986 0.9546 0.0 0.3 0.0 0.485
H 2.3107 2.6075 -0.7710 0.2 -0.2 -0.2 0.569
H 1.0795 1.7692 0.1081 -0.3 -0.3 0.2 0.122
H -0.4182 3.7854 -0.3051 -0.3 0.0 0.2 -0.529
H 0.9696 4.5900 -0.9548 0.0 0.5 0.1 0.631
H 0.4490 2.2418 -2.6041 0.1 -0.5 0.2 0.393
H 0.7438 3.8809 -2.9855 0.0 0.3 -0.4 0.506
H -1.5224 4.4931 -2.5062 -0.3 0.3 -0.1 0.353
H -1.5575 3.1801 -3.6516 -0.1 -0.1 -0.4 0.431
H -2.2321 3.0848 -0.6934 -0.1 0.1 0.4 -0.001
H -3.2986 2.7601 -2.0384 -0.4 0.3 0.0 0.572
H -2.4634 0.6358 -2.4480 0.2 -0.1 -0.5 0.493
H -0.9762 0.8937 -1.5029 0.6 0.0 -0.5 -0.134
H -2.0666 0.9291 0.4987 0.1 0.0 0.5 -0.413
H -3.6370 1.0987 -0.2530 -0.4 0.0 0.3 0.525
H -3.9215 -1.1239 -0.1247 -0.3 -0.3 0.2 0.386
H -2.7228 -1.2789 -1.3546 0.3 -0.4 -0.3 0.427
H -1.3756 -1.0466 1.2652 0.1 0.5 0.2 0.173
H -2.6556 -2.2351 1.3665 0.0 -0.1 0.4 0.033
H -1.5852 -3.5928 -0.3298 0.0 -0.4 -0.1 0.310
H -0.3191 -3.0325 0.7888 0.0 -0.5 0.3 0.434
H 0.0796 -1.0971 -0.7660 0.4 0.4 0.2 -0.221
H -0.7590 -1.9575 -1.9982 -0.2 0.0 -0.4 0.427
H 1.2890 -5.0533 -1.5730 0.2 0.3 0.2 -0.362
H 2.0587 -2.8159 -3.3147 0.2 0.0 0.2 -0.370
H 5.5847 -1.4468 -0.1536 0.0 0.0 0.5 0.332
H 4.5157 -0.9157 -1.4282 -0.4 0.1 -0.3 0.317
H 5.3981 -2.4744 -1.5296 -0.1 -0.3 -0.5 0.229
C 8.2533 -5.6358 -1.6973 -0.2 -0.2 0.3 -0.559
O 9.0655 -4.7695 -2.4959 0.1 -0.1 0.2 -0.322
C 8.5983 -4.5705 -3.7220 0.2 0.1 0.2 0.827
O 7.6006 -5.0399 -4.1863 -0.4 -0.2 -0.2 -0.533
O 9.4394 -3.7514 -4.3544 0.2 0.2 -0.2 -0.327
C 9.0527 -3.4498 -5.6937 0.0 0.1 -0.2 -0.634
H 8.7275 -5.7289 -0.7255 0.2 0.2 0.0 0.209
H 7.2592 -5.2158 -1.5612 -0.1 0.0 -0.1 0.258
H 8.1896 -6.6245 -2.1469 -0.1 0.0 -0.1 0.283
H 8.0885 -2.9466 -5.7120 -0.1 -0.1 0.0 0.299
H 9.0187 -4.3542 -6.2979 -0.1 0.0 0.0 0.288
H 9.8083 -2.7822 -6.0974 0.1 0.0 0.1 0.213
C -5.3230 -3.8956 3.0394 0.3 -0.2 0.1 -0.739
O -5.9812 -3.1691 2.0023 0.2 -0.1 0.0 -0.234
C -7.2333 -2.8405 2.2825 0.2 0.1 -0.2 0.769
O -7.8236 -3.0973 3.2945 -0.3 -0.1 0.4 -0.551
O -7.7261 -2.1728 1.2424 -0.1 0.1 -0.2 -0.290
C -9.0782 -1.7528 1.4081 -0.2 0.1 -0.1 -0.650
H -4.3160 -4.1054 2.6930 0.0 0.1 -0.2 0.215
H -5.2621 -3.3028 3.9495 -0.1 0.0 0.0 0.332
H -5.8320 -4.8377 3.2326 -0.1 0.1 0.1 0.345
H -9.1701 -1.0752 2.2544 0.0 -0.1 0.1 0.293
H -9.7353 -2.6106 1.5368 0.0 0.0 0.1 0.294
H -9.3577 -1.2257 0.5010 0.2 0.0 -0.1 0.215